Entry 1:
Molecular formula: C14H27N7O7Sc
Method: DFT, ωB97M-V/def2-TZVPD

Last column: Mulliken charge in e.
Cartesian coordinates (Å):
1 O 2.36204 -1.88886 -2.96259  -0.730
2 H 2.61140 -1.11592 -3.55910  0.158
3 Sc 0.58812 -0.53895 -1.31624  0.006
4 N 0.44021 1.41932 0.37703  1.285
5 N 2.17664 1.14129 -1.51442  0.796
6 N -0.79606 -1.35275 0.59025  0.948
7 N -0.41356 -2.51414 -1.72875  0.429
8 O -0.30693 1.54740 1.44431  -1.026
9 O -0.96290 -0.80970 1.82181  -0.762
10 O 0.07906 -3.18040 -2.79660  -0.568
11 O 3.09105 0.83950 -2.29569  -0.446
12 C 2.25903 2.31194 -0.78183  0.175
13 C 1.22449 2.50499 0.16080  0.093
14 C -1.41397 -2.52780 0.46392  -0.028
15 C -1.19018 -3.15441 -0.83932  0.682
16 C 1.06092 3.74548 0.96921  -1.615
17 H 1.52630 3.63122 1.95603  0.300
18 H -0.00094 3.96040 1.10691  0.311
19 H 1.53508 4.58816 0.46205  0.540
20 C 3.39699 3.25057 -0.96576  -1.419
21 H 3.24639 3.85330 -1.87206  0.343
22 H 4.35943 2.72939 -1.04931  0.400
23 H 3.46959 3.94885 -0.12497  0.433
24 C -2.16575 -3.16755 1.60636  -1.779
25 C -1.69768 -4.53577 -1.12337  -1.421
26 H -2.36763 -2.40902 2.37579  0.381
27 H -1.56556 -3.96892 2.06470  0.316
28 H -3.11124 -3.61399 1.27431  0.478
29 H -0.88003 -5.26210 -1.23679  0.304
30 H -2.26484 -4.50668 -2.06094  0.335
31 H -2.36220 -4.89994 -0.32901  0.394
32 H -0.69804 0.19035 1.63096  0.372
33 H 1.02237 -2.59958 -3.00396  0.517
34 C -1.22944 0.58086 -1.45616  -1.143
35 H -0.86328 1.61211 -1.62389  0.414
36 H -2.27730 0.67915 -1.18535  0.382
37 H -1.26480 0.00711 -2.38178  0.488
38 O -2.67042 2.87976 0.47906  -0.631
39 H -3.52824 2.52317 0.75199  0.319
40 H -1.97866 2.35922 0.94798  0.364
41 C 3.68126 -4.17772 0.38799  -1.125
42 N 3.21905 -3.01948 1.16430  0.120
43 C 3.48452 -2.94305 2.48327  -0.239
44 C 3.03351 -1.86757 3.18788  -1.205
45 C 2.30017 -0.86540 2.48587  1.048
46 N 2.06583 -0.91939 1.17320  0.100
47 C 2.42458 -2.05267 0.56059  0.289
48 O 2.04639 -2.28847 -0.61807  -0.464
49 N 1.83124 0.21756 3.11325  -0.266
50 H 3.24726 -5.10848 0.77121  0.375
51 H 4.76894 -4.27478 0.46286  0.390
52 H 3.39903 -4.05257 -0.65669  0.323
53 H 4.05895 -3.76832 2.90312  0.485
54 H 3.19586 -1.76021 4.24544  0.411
55 H 1.11584 0.76609 2.62886  0.128
56 H 1.86740 0.26152 4.12273  0.238

Forces on atoms 1 to 3 (eV/Å):
O -1.7 2.5 -0.8
H -0.6 -1.8 0.7
Sc 0.9 -2.3 1.9

Output
**LUMO level (spin up / spin down)**: -6.842 / -6.840 eV
**Total charge**: +1
**Gap between HOMO and LUMO (spin up / spin down)**: 4.2 / 4.2 eV
**Relative energy (zero: lowest compared OMol25 entry of this formula, charge and spin)**: 4.730 eV
**Energy**: -60406.9260 eV



Entry 2:
Molecular formula: C14H28F6MnN2O10S2
Method: DFT, ωB97M-V/def2-TZVPD

Last column: Mulliken charge in e.
Cartesian coordinates (Å):
1 Mn 0.43870 -0.01863 -0.92045  1.249
2 C 1.20883 -4.60244 0.59994  0.494
3 F 2.43006 -4.10527 1.04112  -0.189
4 F 1.37476 -5.81072 0.13494  -0.195
5 F 0.29892 -4.53429 1.61788  -0.242
6 S 0.65022 -3.38915 -0.84676  1.008
7 O 0.57699 -1.99577 -0.33645  -0.371
8 O 1.72446 -3.58079 -1.85952  -0.617
9 O -0.65083 -3.83772 -1.29776  -0.700
10 C 4.14124 -1.13825 1.70592  0.514
11 F 3.12317 -1.40227 2.52541  -0.214
12 F 5.04804 -0.17692 2.10907  -0.238
13 F 4.70024 -2.37471 1.60862  -0.249
14 S 3.59738 -0.61476 -0.14665  1.013
15 O 4.75237 0.23682 -0.56493  -0.764
16 O 3.51807 -1.80208 -0.97341  -0.578
17 O 2.31312 0.12855 0.02156  -0.505
18 C -0.75789 3.90952 0.44281  -1.256
19 C 0.44314 3.19009 -0.20502  0.486
20 C 1.41033 2.96499 0.92346  -0.932
21 O 0.11198 2.07011 -1.02560  -0.659
22 H -1.36516 3.20248 1.00797  0.088
23 H -1.51464 4.51694 -0.05368  0.326
24 H -0.42219 4.64188 1.17701  0.379
25 H 1.02995 3.94762 -0.72456  0.202
26 H 2.33368 2.61042 0.46541  0.249
27 H 1.03570 2.22766 1.63345  -0.300
28 H 1.81884 3.84860 1.41383  0.584
29 C 2.45276 0.98985 -4.29503  -1.624
30 C 1.26218 0.21850 -3.80639  1.343
31 C 0.42486 -0.34889 -5.02489  -1.725
32 O 1.49363 -0.74056 -2.78542  -0.691
33 H 3.01018 1.59528 -3.58030  0.317
34 H 2.01661 1.75932 -4.93204  0.480
35 H 3.13210 0.40635 -4.91642  0.311
36 H 0.55758 0.95184 -3.41416  -0.189
37 H 1.00283 -1.08935 -5.57786  0.416
38 H 0.35358 0.33898 -5.86741  0.421
39 H -0.43520 -0.91035 -4.65997  0.291
40 C -2.57847 -1.40212 -0.92226  0.110
41 O -1.68659 -0.94420 -1.67905  -0.647
42 N -3.53433 -0.60494 -0.42112  0.207
43 C -4.53652 -1.31097 0.46434  -0.930
44 C -3.58885 0.80983 -0.69853  -0.866
45 H -2.70458 -2.44703 -0.59904  0.289
46 H -4.73671 -2.34762 0.19344  0.404
47 H -5.48862 -0.83052 0.23900  0.367
48 H -4.43016 -1.11133 1.53061  0.211
49 H -3.04197 1.21356 -1.55058  0.224
50 H -4.62070 1.15452 -0.76630  0.407
51 H -3.23461 1.34864 0.18027  0.229
52 C -1.52766 0.22830 2.04309  0.234
53 O -0.78046 0.10848 1.04013  0.022
54 N -1.24028 0.48598 3.36257  0.276
55 C -2.21432 0.35216 4.44157  -1.103
56 C 0.02108 0.71420 4.00770  -0.863
57 H -2.61522 0.21920 1.87181  -0.304
58 H -3.16724 -0.02720 4.07263  0.280
59 H -2.41426 1.14916 5.15776  0.270
60 H -1.76508 -0.54020 4.87741  0.437
61 H -0.04520 1.56527 4.68549  0.379
62 H 0.49826 -0.10405 4.54702  0.388
63 H 0.79189 1.03800 3.30835  0.044

Forces on atoms 1 to 3 (eV/Å):
Mn 0.8 0.5 -2.0
C 0.4 4.2 -1.0
F -1.7 -1.2 0.0

Output
**LUMO level (spin up / spin down)**: 3.770 / 3.769 eV
**Total charge**: -2
**Gap between HOMO and LUMO (spin up / spin down)**: 4.3 / 4.5 eV
**Multiplicity**: 6
**Relative energy (zero: lowest compared OMol25 entry of this formula, charge and spin)**: 2.989 eV
**Energy**: -107722.0147 eV



Entry 3:
Molecular formula: C14H28IrN9O3SSi
Method: DFT, ωB97M-V/def2-TZVPD

Last column: Mulliken charge in e.
Cartesian coordinates (Å):
1 Ir -0.17384 0.51578 2.43916  0.862
2 N -1.08956 -1.49427 4.97047  -0.028
3 C -1.40646 -0.16572 5.07222  0.364
4 N -2.07891 0.39036 6.04802  -0.468
5 N -2.12770 1.70910 5.71159  -0.467
6 N -1.52558 1.93847 4.61314  -0.245
7 N -1.02147 0.74922 4.16705  0.329
8 C -0.33226 -2.01340 3.95870  0.627
9 N -0.02859 -3.28054 3.81364  -0.543
10 N 0.74846 -3.32207 2.70165  -0.711
11 N 0.91312 -2.16414 2.19510  0.012
12 N 0.25191 -1.27624 2.99279  0.111
13 H -1.44054 -2.12438 5.67274  0.222
14 C 2.85436 -0.74919 -0.21377  -1.542
15 C 2.39513 0.54340 0.43694  1.854
16 C 2.71699 1.75396 -0.42322  -1.591
17 C 2.97170 0.68677 1.83289  -2.055
18 O 0.91755 0.51618 0.58806  0.224
19 Si -0.28651 0.13821 -0.51122  0.201
20 S -1.83334 0.34971 0.92922  -0.720
21 O -0.02971 -1.35235 -1.02255  0.211
22 C -0.70893 -2.31847 -1.84589  1.607
23 C -2.21395 -2.13219 -1.71571  -1.502
24 C -0.28047 -3.68081 -1.32781  -1.630
25 C -0.25267 -2.09807 -3.28106  -1.444
26 O -0.31973 1.15413 -1.75666  -0.430
27 C -0.92043 2.40552 -2.14333  1.640
28 C -0.20888 2.82065 -3.42244  -1.654
29 C -0.71417 3.44842 -1.05434  -1.394
30 C -2.39988 2.15566 -2.39623  -1.562
31 H 3.94482 -0.76708 -0.22355  0.544
32 H 2.49560 -0.82089 -1.24101  0.323
33 H 2.48039 -1.60642 0.34378  0.185
34 H 3.79683 1.82964 -0.55310  0.456
35 H 2.35694 2.67007 0.04854  0.300
36 H 2.25330 1.66438 -1.40595  0.244
37 H 4.04595 0.85800 1.76558  0.477
38 H 2.80649 -0.22172 2.41426  0.429
39 H 2.52897 1.54014 2.35250  0.403
40 H -2.52453 -2.23776 -0.67569  0.331
41 H -2.73511 -2.88245 -2.31102  0.514
42 H -2.51604 -1.14392 -2.07483  0.205
43 H -0.56735 -3.79918 -0.28265  0.351
44 H 0.80311 -3.78360 -1.39321  0.309
45 H -0.74576 -4.47241 -1.91679  0.451
46 H -0.52089 -1.09416 -3.61532  0.182
47 H -0.72153 -2.82584 -3.94475  0.456
48 H 0.83007 -2.20894 -3.35153  0.326
49 H 0.84539 3.01785 -3.22367  0.371
50 H -0.66064 3.72502 -3.83108  0.427
51 H -0.27861 2.02639 -4.16638  0.339
52 H 0.35003 3.56871 -0.84286  0.203
53 H -1.22597 3.16853 -0.13376  0.254
54 H -1.10872 4.40908 -1.38745  0.537
55 H -2.52600 1.36328 -3.13562  0.303
56 H -2.88009 3.06013 -2.77101  0.494
57 H -2.90229 1.85946 -1.47261  0.309

Forces on atoms 1 to 3 (eV/Å):
Ir 0.4 0.2 -0.8
N 0.0 0.0 -0.2
C 0.1 0.0 0.1

Output
**LUMO level**: -1.717 eV
**Total charge**: 0
**Gap between HOMO and LUMO**: 7.1 eV
**Relative energy (zero: lowest compared OMol25 entry of this formula, charge and spin)**: 0.113 eV
**Energy**: -56080.7729 eV



Entry 4:
Molecular formula: C14H28KN4O3
Method: DFT, ωB97M-V/def2-TZVPD

Last column: Mulliken charge in e.
Cartesian coordinates (Å):
1 K -0.92577 1.01911 -1.87477  1.194
2 C -4.85136 -0.12571 1.14537  -1.001
3 N -3.64745 0.52570 1.66224  0.142
4 C -3.50165 0.62776 3.11350  -0.933
5 C -2.66758 0.85969 0.80741  0.695
6 O -2.74479 0.69855 -0.41088  -0.800
7 C -1.39977 1.47564 1.41248  -1.323
8 O -0.46943 1.64869 0.36133  0.039
9 C 0.76903 2.19106 0.77495  -1.331
10 C 1.64554 2.33253 -0.47742  0.737
11 O 1.18372 2.01395 -1.57259  -0.803
12 N 2.89223 2.79969 -0.30689  0.156
13 C 3.77152 2.96451 -1.46337  -1.022
14 C 3.44288 3.20676 0.98279  -0.968
15 H -5.72260 0.27358 1.66306  0.349
16 H -4.80825 -1.20528 1.30657  0.336
17 H -4.93866 0.07002 0.08433  0.292
18 H -4.47354 0.84832 3.55088  0.307
19 H -2.83388 1.43871 3.38918  0.367
20 H -3.12950 -0.30203 3.55036  0.311
21 H -0.99148 0.81947 2.18649  0.551
22 H -1.63929 2.43633 1.87897  0.644
23 H 1.25193 1.53277 1.50329  0.525
24 H 0.62525 3.16743 1.24735  0.600
25 H 3.26046 2.62695 -2.35613  0.276
26 H 4.68174 2.38086 -1.31947  0.336
27 H 4.04444 4.01481 -1.57566  0.335
28 H 2.73392 3.04908 1.78852  0.332
29 H 3.70550 4.26502 0.96327  0.332
30 H 4.34217 2.63181 1.20486  0.343
31 C 1.47369 -1.37341 -1.71920  -0.405
32 C 2.03752 -2.81035 -1.50307  -0.853
33 N 0.98700 -3.69086 -0.98448  -0.143
34 C -0.11890 -3.73478 -1.94520  -0.649
35 C -0.69525 -2.30260 -2.16061  -0.607
36 N 0.04877 -1.32957 -1.33696  0.183
37 C -0.07549 -1.71858 0.07704  -0.253
38 C 0.49776 -3.15364 0.28700  -0.905
39 H 1.55949 -1.06136 -2.76252  0.513
40 H 2.00907 -0.63514 -1.11885  0.089
41 H 2.86443 -2.80606 -0.79280  0.399
42 H 2.41220 -3.23215 -2.43553  0.252
43 H -0.88263 -4.41184 -1.56356  0.318
44 H 0.25128 -4.15500 -2.87968  0.287
45 H -1.74984 -2.24900 -1.88133  0.338
46 H -0.61452 -1.99916 -3.20652  0.417
47 H -1.13200 -1.66433 0.35211  0.264
48 H 0.46448 -0.98072 0.67862  0.088
49 H -0.26475 -3.82870 0.67592  0.301
50 H 1.32238 -3.14852 0.99963  0.348

Forces on atoms 1 to 3 (eV/Å):
K -0.7 -0.2 -2.3
C 0.1 0.0 0.2
N 0.1 0.0 0.0

Output
**LUMO level**: -2.294 eV
**Total charge**: +1
**Gap between HOMO and LUMO**: 8.2 eV
**Relative energy (zero: lowest compared OMol25 entry of this formula, charge and spin)**: 0.429 eV
**Energy**: -43395.9449 eV



Look up the energy of the first one. -60406.9260 eV



Repeat the fourth record exactly.
Molecular formula: C14H28KN4O3
Method: DFT, ωB97M-V/def2-TZVPD

Last column: Mulliken charge in e.
Cartesian coordinates (Å):
1 K -0.92577 1.01911 -1.87477  1.194
2 C -4.85136 -0.12571 1.14537  -1.001
3 N -3.64745 0.52570 1.66224  0.142
4 C -3.50165 0.62776 3.11350  -0.933
5 C -2.66758 0.85969 0.80741  0.695
6 O -2.74479 0.69855 -0.41088  -0.800
7 C -1.39977 1.47564 1.41248  -1.323
8 O -0.46943 1.64869 0.36133  0.039
9 C 0.76903 2.19106 0.77495  -1.331
10 C 1.64554 2.33253 -0.47742  0.737
11 O 1.18372 2.01395 -1.57259  -0.803
12 N 2.89223 2.79969 -0.30689  0.156
13 C 3.77152 2.96451 -1.46337  -1.022
14 C 3.44288 3.20676 0.98279  -0.968
15 H -5.72260 0.27358 1.66306  0.349
16 H -4.80825 -1.20528 1.30657  0.336
17 H -4.93866 0.07002 0.08433  0.292
18 H -4.47354 0.84832 3.55088  0.307
19 H -2.83388 1.43871 3.38918  0.367
20 H -3.12950 -0.30203 3.55036  0.311
21 H -0.99148 0.81947 2.18649  0.551
22 H -1.63929 2.43633 1.87897  0.644
23 H 1.25193 1.53277 1.50329  0.525
24 H 0.62525 3.16743 1.24735  0.600
25 H 3.26046 2.62695 -2.35613  0.276
26 H 4.68174 2.38086 -1.31947  0.336
27 H 4.04444 4.01481 -1.57566  0.335
28 H 2.73392 3.04908 1.78852  0.332
29 H 3.70550 4.26502 0.96327  0.332
30 H 4.34217 2.63181 1.20486  0.343
31 C 1.47369 -1.37341 -1.71920  -0.405
32 C 2.03752 -2.81035 -1.50307  -0.853
33 N 0.98700 -3.69086 -0.98448  -0.143
34 C -0.11890 -3.73478 -1.94520  -0.649
35 C -0.69525 -2.30260 -2.16061  -0.607
36 N 0.04877 -1.32957 -1.33696  0.183
37 C -0.07549 -1.71858 0.07704  -0.253
38 C 0.49776 -3.15364 0.28700  -0.905
39 H 1.55949 -1.06136 -2.76252  0.513
40 H 2.00907 -0.63514 -1.11885  0.089
41 H 2.86443 -2.80606 -0.79280  0.399
42 H 2.41220 -3.23215 -2.43553  0.252
43 H -0.88263 -4.41184 -1.56356  0.318
44 H 0.25128 -4.15500 -2.87968  0.287
45 H -1.74984 -2.24900 -1.88133  0.338
46 H -0.61452 -1.99916 -3.20652  0.417
47 H -1.13200 -1.66433 0.35211  0.264
48 H 0.46448 -0.98072 0.67862  0.088
49 H -0.26475 -3.82870 0.67592  0.301
50 H 1.32238 -3.14852 0.99963  0.348

Forces on atoms 1 to 3 (eV/Å):
K -0.7 -0.2 -2.3
C 0.1 0.0 0.2
N 0.1 0.0 0.0

Output
**LUMO level**: -2.294 eV
**Total charge**: +1
**Gap between HOMO and LUMO**: 8.2 eV
**Relative energy (zero: lowest compared OMol25 entry of this formula, charge and spin)**: 0.429 eV
**Energy**: -43395.9449 eV



Which value of total charge does entry 4 give? +1



What is the total charge in the fourth record? +1